This record from OMol25 describes a molecular structure, C36H37FN8O2S2W in a non-equilibrium geometry. The level of theory is the ωB97M-V functional and the def2-TZVPD basis.

Positions of all 87 atoms, in Å:
W  0.747  -0.361  -0.216
S  -1.638  2.090  -0.652
S  -0.918  4.243  -4.354
F  1.223  0.321  -2.023
O  -0.362  2.750  -0.530
O  -2.574  2.430  -1.684
N  -1.284  0.517  -0.595
N  1.304  2.873  -3.850
N  -0.114  -1.697  1.093
N  -0.549  -1.856  -1.611
N  -0.631  1.704  -3.740
N  2.317  -1.904  -0.122
N  1.419  0.679  1.012
N  3.736  0.496  -1.009
C  2.123  1.466  2.025
C  -3.660  -0.132  -1.015
C  -4.683  3.176  1.837
C  4.545  -0.976  -2.743
C  -1.224  -1.517  1.781
C  -4.171  2.987  3.137
C  -1.881  -1.629  -1.554
C  2.737  -4.131  0.743
C  -3.895  2.896  0.723
C  3.940  -0.727  -1.501
C  -1.771  -2.511  2.575
C  -2.301  -0.377  -1.050
C  0.064  -3.945  2.085
C  -0.894  -3.927  -2.758
C  -0.095  -2.916  -2.224
C  -4.187  -2.348  -1.863
C  1.363  1.326  3.353
C  4.684  0.128  -3.592
C  -2.599  2.361  0.834
C  3.880  1.511  -1.826
C  1.907  -3.028  0.629
C  4.422  -3.040  -0.629
C  3.544  -1.960  -0.722
C  -1.127  -3.778  2.704
C  -4.621  -1.127  -1.399
C  0.651  -2.879  1.345
C  -2.096  2.078  2.110
C  2.071  2.958  1.690
C  -2.940  2.425  3.232
C  3.973  -4.118  0.141
C  3.603  0.923  2.152
C  -2.270  -3.778  -2.625
C  -2.811  -2.621  -2.000
C  -0.062  2.859  -4.005
C  4.385  1.426  -3.156
C  -5.077  3.300  4.282
H  4.295  1.330  1.373
H  4.587  -4.999  0.289
H  5.403  -3.029  -1.053
H  -4.173  3.065  -0.320
H  -1.429  -4.623  3.290
H  2.669  3.220  0.806
H  2.463  3.520  2.564
H  4.763  -2.008  -3.116
H  -5.665  -0.876  -1.314
H  5.003  0.054  -4.618
H  -2.903  -4.589  -2.873
H  -2.565  1.963  4.102
H  -0.403  -4.733  -3.277
H  -4.670  3.119  5.237
H  3.543  -0.149  1.923
H  -6.005  2.784  4.107
H  -4.073  0.808  -0.566
H  -5.661  3.613  1.710
H  -1.729  -0.584  1.781
H  1.031  3.191  1.492
H  3.601  2.469  -1.376
H  0.346  1.757  3.342
H  1.845  1.859  4.168
H  -5.242  4.382  4.266
H  1.627  2.167  -3.244
H  -2.720  -2.272  3.068
H  -1.126  1.572  2.227
H  1.355  0.307  3.740
H  2.456  -4.972  1.395
H  -1.615  1.704  -3.754
H  1.766  3.771  -3.890
H  4.484  2.263  -3.822
H  -0.221  1.050  -3.044
H  3.994  1.161  3.158
H  0.695  -4.826  2.313
H  -4.903  -3.118  -2.249
H  0.973  -2.993  -2.266

Results
Total charge   0
⟨S²⟩   2.0255
Electronic energy   -80164.3454 eV
ΔE to the lowest compared entry with this formula, charge and spin   0.000 eV
Lowest unoccupied orbital energy (spin up / spin down)   -0.487 / -0.884 eV
Orbital gap (spin up / spin down)   5.5 / 6.1 eV
Multiplicity   3

This record from OMol25 describes a molecular structure, C36H37GeIrN3O4S2 in a non-equilibrium geometry. The level of theory is the ωB97M-V functional and the def2-TZVPD basis.

Positions of all 84 atoms, in Å:
Ir  1.090  -0.181  0.010
Ge  -1.141  0.450  -2.739
S  0.737  0.944  4.357
S  7.084  3.551  2.335
O  1.813  -1.494  1.632
O  1.172  1.889  5.357
O  -0.301  -0.955  1.955
O  1.553  0.800  3.199
N  2.539  1.470  0.395
N  4.992  4.637  3.512
N  0.627  -0.487  5.221
C  -3.587  2.094  3.445
C  -2.888  0.994  -1.939
C  -1.830  1.515  4.986
C  -3.288  0.323  -0.786
C  -1.419  2.096  -6.726
C  0.778  -2.303  3.606
C  3.058  3.281  1.871
C  -3.145  1.869  4.744
C  -1.412  -1.465  -3.254
C  1.185  -1.850  -1.269
C  -2.462  -2.240  -2.782
C  -4.513  0.588  -0.199
C  -1.367  1.590  2.632
C  0.769  -1.498  2.306
C  -0.476  -2.067  -4.087
C  2.181  2.521  1.156
C  3.861  1.206  0.307
C  0.273  0.841  -1.490
C  -0.805  1.289  -4.535
C  -4.914  2.299  -1.825
C  -5.338  1.566  -0.729
C  0.529  1.431  -4.899
C  -0.952  1.368  3.929
C  -3.699  2.008  -2.424
C  0.892  1.895  -6.149
C  4.455  2.997  1.819
C  -0.085  2.241  -7.065
C  -0.563  -3.408  -4.411
C  -1.773  1.615  -5.476
C  -2.559  -3.583  -3.105
C  -5.001  2.517  3.175
C  4.818  1.928  0.953
C  -0.066  -1.642  4.681
C  5.406  3.704  2.568
C  -2.680  1.961  2.397
C  -1.602  -4.172  -3.911
H  -3.370  2.585  -3.278
H  0.345  -1.475  -4.470
H  -2.821  1.489  -5.237
H  5.861  1.678  0.835
H  -1.472  1.380  5.996
H  1.862  -2.560  -0.795
H  1.545  -1.652  -2.278
H  -5.538  3.091  -2.217
H  0.188  -3.864  -5.043
H  -6.305  1.767  -0.287
H  -3.214  -1.793  -2.147
H  -4.826  0.028  0.674
H  2.687  4.112  2.453
H  -2.187  2.357  -7.443
H  0.664  1.846  -1.678
H  -3.007  2.147  1.385
H  -1.669  -5.224  -4.153
H  0.332  -0.241  6.152
H  1.939  1.987  -6.408
H  1.290  1.169  -4.175
H  -3.378  -4.174  -2.717
H  0.374  -3.292  3.375
H  -0.236  -2.342  5.508
H  -2.617  -0.398  -0.338
H  -5.002  3.532  2.780
H  -3.829  1.981  5.572
H  -1.042  -1.361  4.257
H  0.190  2.615  -8.042
H  -0.671  1.459  1.817
H  -5.463  1.880  2.424
H  -5.605  2.491  4.080
H  4.132  0.376  -0.333
H  4.156  4.390  4.023
H  0.207  -2.326  -1.351
H  5.749  4.930  4.114
H  1.807  -2.406  3.945
H  1.126  2.765  1.168

Results
Total charge   -1
Electronic energy   -131616.5374 eV
Lowest unoccupied orbital energy (spin up / spin down)   1.248 / 1.243 eV
Orbital gap (spin up / spin down)   4.3 / 4.3 eV

Q: Look up the total charge of the second one.
A: -1

Q: Which of these has the highest total charge?
A: C36H37FN8O2S2W

Q: electronic energy of number 2 (C36H37GeIrN3O4S2)?
A: -131616.5374 eV